7
Properties=species:S:1:pos:R:3:lowdin_charge:R:1 method="wB97M-V/def2-TZVPD" e_above_lowest_kj_mol=119.73 gap_ha=0.3463
C 0.647 -0.987 0.829 -0.237
N 0.976 0.107 0.295 -0.567
F -1.866 2.114 -0.753 -0.216
I 0.664 0.556 -1.618 0.927
H -1.505 1.235 -1.019 -0.067
H 0.305 -1.901 0.293 0.061
H 0.779 -1.123 1.972 0.099